## 1
Here is a structure of composition C4H11FN3 from the Open Molecules 2025 dataset. Energies are from ωB97M-V/def2-TZVPD.

Orbital gap in eV: 10.02
Total charge: +1
Highest occupied orbital energy in eV: -14.06

Last column: natural (NBO) charge in e.
CARTESIAN COORDINATES (ANGSTROEM)
C1 0.20680 1.30336 -1.32908  0.25
C2 0.10096 -1.38682 -1.57609  -0.66
C3 -0.30404 -0.27856 0.76027  0.08
C4 0.49037 -0.13072 -0.59991  0.31
N1 -0.25236 2.24197 -0.63887  -0.62
N2 -0.09804 -1.46725 1.36473  -0.83
N3 0.22558 0.96579 1.43669  -0.84
F1 1.83296 -0.06968 -0.33806  -0.35
H1 0.41130 1.28727 -2.36818  0.22
H2 -0.50747 -1.00275 -2.45041  0.23
H3 1.03738 -1.91315 -1.98774  0.26
H4 -0.46360 -2.08176 -0.95267  0.25
H5 -1.22526 0.04786 0.50188  0.21
H6 -0.53214 3.12900 -0.90824  0.42
H7 0.86201 -1.53919 1.79647  0.39
H8 -0.75841 -1.83027 2.01593  0.41
H9 -0.04375 1.92429 0.52428  0.43
H10 1.31439 0.86574 1.44947  0.41
H11 -0.05957 1.20227 2.40498  0.42

## 2
Here is a cluster of 2 separate species, C4H11FN3 in total from the Open Molecules 2025 dataset. Energies are from ωB97M-V/def2-TZVPD.

Orbital gap in eV: 8.85
Total charge: +1
Highest occupied orbital energy in eV: -11.89

Last column: natural (NBO) charge in e.
CARTESIAN COORDINATES (ANGSTROEM)
C1 0.29902 0.58579 -1.15224  -0.04
C2 0.69158 -2.02862 -0.82071  -0.67
C3 -0.78800 -0.05093 1.00480  0.38
C4 0.95469 -0.55129 -0.67603  0.27
N1 0.71596 1.82363 -0.74195  -0.83
N2 -0.15638 0.69578 1.85345  -0.73
N3 -1.82862 0.27692 0.30288  -0.75
F1 2.01201 -0.30459 0.18166  -0.36
H1 -0.45317 0.49579 -1.95153  0.24
H2 1.06285 -2.37340 0.12557  0.24
H3 -0.39744 -2.23943 -0.70744  0.20
H4 1.06752 -2.63782 -1.62448  0.26
H5 -0.66132 -1.15108 0.91798  0.24
H6 0.30586 2.62974 -1.15362  0.40
H7 -0.34472 1.73516 1.91898  0.43
H8 0.66277 0.32121 2.32621  0.45
H9 1.38395 2.06105 0.04309  0.42
H10 -2.21574 1.21122 0.30185  0.42
H11 -2.31083 -0.49914 -0.14847  0.43

Which one is most stable, and which one is least stable? 2 is the most stable of them, while 1 is the least stable.

## 1
Here is a cluster of 2 separate species, C4H6F3NO2 in total from the Open Molecules 2025 dataset. Energies are from ωB97M-V/def2-TZVPD.

Orbital gap in eV: 10.98
Highest occupied orbital energy in eV: -10.79

Last column: natural (NBO) charge in e.
CARTESIAN COORDINATES (ANGSTROEM)
C1 2.56091 0.28693 0.21871  0.78
C2 1.49976 -0.20721 -0.84206  -0.35
C3 -1.65580 0.41242 1.03890  -0.02
C4 -0.40673 -0.30442 0.63897  0.84
N1 0.17618 0.14259 -0.46037  -0.63
O1 3.42384 -0.42362 0.54144  -0.53
O2 2.28806 1.40891 0.90034  -0.68
F1 -1.91229 1.41331 0.16503  -0.35
F2 0.34407 -0.58417 1.62517  -0.27
F3 -1.12519 -1.97057 0.30774  -0.62
H1 1.70129 -1.32307 -0.99275  0.26
H2 1.78459 0.47225 -1.80732  0.23
H3 -1.35893 0.75547 1.98848  0.18
H4 -2.52015 -0.17124 0.97538  0.22
H5 -0.48042 0.19819 -1.25287  0.43
H6 1.51107 1.95120 0.45508  0.49

## 2
Here is a cluster of 2 separate species, C4H6F3NO2 in total from the Open Molecules 2025 dataset. Energies are from ωB97M-V/def2-TZVPD.

Orbital gap in eV: 9.89
Highest occupied orbital energy in eV: -9.05

Last column: natural (NBO) charge in e.
CARTESIAN COORDINATES (ANGSTROEM)
C1 -1.24934 1.05740 -0.47134  -0.09
C2 -1.35911 0.55647 1.02502  -0.10
C3 -0.06243 -0.74858 -0.13067  0.73
C4 1.76937 0.24283 -0.10963  0.78
N1 0.25940 -2.11299 -0.54203  -0.79
O1 -0.70679 -0.04558 -1.07817  -0.49
O2 -0.53716 -0.56183 1.06879  -0.48
F1 2.12036 0.99346 -1.18385  -0.34
F2 1.76098 1.06685 1.01937  -0.38
F3 2.73085 -0.70858 0.15804  -0.37
H1 -2.14311 1.34639 -0.83544  0.19
H2 -0.56289 1.92606 -0.73183  0.18
H3 -1.13512 1.16103 1.85783  0.21
H4 -2.37877 0.18336 1.10321  0.18
H5 0.65335 -2.06232 -1.39108  0.38
H6 0.84042 -2.29398 0.24180  0.38

Which one is most stable, and which one is least stable? 1 is the most stable of them, while 2 is the least stable.